Entry 1:
52
Properties=species:S:1:pos:R:3:forces:R:3:lowdin_charge:R:1 method="wB97M-V/def2-TZVPD" total_charge=0 fmax_ev_per_a=1.1 orbital_gap_ha=0.3097 smiles="Cc1ccc(S(=O)(=O)N2CCN(c3nc(C)nc4sc(C)c(C)c34)CC2)cc1"
S -2.737 1.315 -0.311 -0.144 -0.450 0.328 0.682
C -4.438 -0.580 -1.370 0.161 0.110 -0.116 -0.052
H 1.407 -1.659 1.684 -0.099 -0.021 0.074 0.068
C -5.521 -1.441 -1.309 -0.061 0.023 0.124 -0.029
H 0.993 2.465 1.486 -0.149 0.010 -0.073 0.123
C 1.997 -2.421 1.185 0.083 -0.067 -0.060 -0.036
N -1.776 0.580 0.864 -0.787 0.495 -0.583 -0.231
C 4.518 -0.066 -0.363 -0.464 -0.260 0.129 -0.530
H 5.383 -4.238 -0.272 0.041 -0.165 -0.008 0.066
C 3.241 -0.390 0.134 0.450 0.504 -0.322 -0.117
H -0.857 -1.225 1.255 -0.025 0.016 -0.084 0.124
C -7.475 -2.444 -0.085 0.001 -0.004 0.026 -0.047
H -1.736 -1.124 -0.290 0.110 -0.201 0.035 0.120
H -7.624 -2.967 -1.025 -0.052 -0.058 -0.037 0.075
O -2.135 1.258 -1.616 -0.131 -0.236 0.029 -0.287
H -0.681 0.971 2.572 -0.034 0.025 -0.067 0.132
C 4.232 -2.483 0.065 -0.072 0.422 -0.157 -0.537
N 2.882 1.958 0.154 -0.545 0.005 0.051 0.181
H -4.637 0.785 1.705 -0.039 0.037 0.189 0.118
H 5.572 3.554 -0.875 0.046 0.058 -0.002 0.074
C 2.385 0.732 0.261 0.513 0.027 0.036 -0.218
H -3.825 -0.499 -2.254 0.043 -0.038 -0.129 0.114
H -8.381 -1.888 0.154 -0.095 -0.017 0.001 0.085
H -1.526 2.365 1.841 0.165 0.001 0.169 0.113
H 3.898 4.169 -0.779 -0.022 0.089 -0.012 0.076
C 0.225 -0.214 -0.335 -0.191 -0.262 -0.124 -0.128
C -4.136 0.205 -0.275 0.468 0.264 -0.184 -0.284
H 0.778 -1.103 -0.629 -0.046 0.006 0.006 0.115
H 3.636 -4.517 -0.176 0.012 -0.088 -0.023 0.085
C 0.337 1.847 0.872 -0.175 0.105 0.375 -0.138
C -1.069 -0.589 0.389 0.266 -0.403 -0.373 -0.168
H -0.047 0.348 -1.241 0.148 -0.129 0.067 0.123
H -5.764 -2.056 -2.163 -0.027 -0.056 -0.077 0.113
C 4.645 3.534 -0.311 0.008 -0.003 -0.039 -0.025
C -5.979 -0.712 0.929 0.138 0.102 -0.057 -0.028
H 2.401 -3.099 1.935 -0.071 -0.049 0.075 0.083
H 0.066 2.411 -0.031 0.103 0.058 0.051 0.133
O -3.127 2.594 0.203 -0.048 0.000 0.247 -0.276
C -4.899 0.148 0.876 -0.144 -0.003 0.140 -0.048
N 1.040 0.622 0.532 -0.099 -0.028 0.276 -0.066
C -0.934 1.474 1.633 0.248 0.604 0.046 -0.170
H 4.828 3.912 0.694 0.022 0.082 0.070 0.079
N 4.968 1.160 -0.574 0.511 0.277 -0.136 0.105
S 5.488 -1.479 -0.621 -0.396 0.013 0.233 1.095
C -6.302 -1.517 -0.162 0.080 0.014 -0.104 -0.269
H -7.322 -3.180 0.703 -0.045 -0.080 0.027 0.085
H 4.562 -4.196 1.291 0.037 -0.085 0.037 0.085
H -6.585 -0.763 1.822 -0.053 0.015 0.107 0.117
C 3.122 -1.787 0.428 0.209 -0.441 -0.041 -0.275
C 4.141 2.132 -0.228 0.308 -0.208 -0.213 -0.399
C 4.468 -3.944 0.234 -0.024 0.035 0.062 -0.100
H 1.348 -3.006 0.531 -0.131 -0.047 0.013 0.088

***

Entry 2:
49
Properties=species:S:1:pos:R:3:forces:R:3:lowdin_charge:R:1 method="wB97M-V/def2-TZVPD" total_charge=0 fmax_ev_per_a=0.6 orbital_gap_ha=0.3143 smiles=CC(C)c1ccc(-c2csc3ncnc(N4CCN(C)CC4)c23)cc1
C -0.216 -2.443 -2.181 -0.014 0.268 -0.139 -0.348
C -1.003 1.240 0.285 -0.505 -0.017 0.249 -0.124
C 0.618 1.118 -1.563 0.166 -0.089 -0.284 -0.234
C 0.957 -3.062 4.896 -0.264 -0.014 -0.024 -0.065
C 0.657 2.997 -0.078 0.145 0.398 0.197 -0.143
C -0.036 -1.421 -1.302 -0.135 -0.471 -0.262 -0.244
H -1.953 -2.697 0.116 -0.091 -0.008 -0.073 0.117
H -1.697 5.173 0.313 -0.007 0.020 -0.040 0.087
N 1.281 1.944 -2.381 -0.092 0.188 0.547 0.136
H -0.782 0.789 1.257 -0.112 -0.049 -0.085 0.118
H 1.747 3.023 -0.132 -0.093 0.122 0.001 0.123
S 0.158 -2.052 -3.824 0.053 0.236 0.273 1.057
N -1.285 3.394 1.421 -0.053 -0.032 -0.025 -0.223
H -1.447 5.360 2.067 -0.040 0.096 0.008 0.082
H 0.873 -3.254 5.963 0.047 -0.028 0.120 0.077
H 1.690 -0.962 2.935 0.102 0.043 0.089 0.113
C -0.279 -0.880 5.143 -0.153 -0.220 -0.039 -0.065
H 0.633 -0.315 4.973 0.113 0.089 -0.014 0.074
H 0.276 3.707 -0.822 0.084 -0.021 0.053 0.122
H -0.505 -3.448 -1.944 -0.014 -0.208 0.151 0.076
C 0.169 3.371 1.318 0.177 -0.210 -0.050 -0.167
H 0.550 2.636 2.037 0.144 0.100 -0.028 0.118
C -0.231 -2.226 4.415 0.162 0.087 0.108 -0.391
H -2.858 2.134 0.917 0.007 -0.031 -0.144 0.125
C -1.186 -2.509 2.103 0.044 -0.015 0.096 -0.020
H -2.014 -3.047 2.544 -0.077 -0.045 0.073 0.112
C -0.106 -1.617 0.148 -0.004 -0.173 0.264 -0.216
H 0.984 -4.016 4.373 0.066 -0.097 -0.016 0.082
H -1.122 -0.288 4.792 -0.049 0.106 0.004 0.081
C 0.620 -0.450 -3.340 -0.112 0.012 0.400 -0.543
C -1.865 4.712 1.299 0.034 -0.072 0.063 -0.106
H -1.525 0.503 -0.328 0.037 0.070 0.096 0.132
C 0.882 -1.341 2.326 -0.005 0.013 0.007 -0.025
N 0.217 1.646 -0.384 0.188 0.043 0.056 -0.048
C -0.175 -2.021 2.922 -0.202 -0.091 0.037 -0.216
C 1.537 1.552 -3.614 -0.069 -0.132 -0.311 -0.216
C 0.392 -0.225 -1.970 0.094 0.171 -0.568 -0.114
H 1.895 -2.544 4.713 0.132 0.053 -0.013 0.074
H -2.104 2.922 -0.486 -0.002 -0.020 0.031 0.127
H 2.073 2.253 -4.239 0.071 0.061 -0.062 0.109
H 1.750 -0.612 0.515 0.074 0.056 -0.042 0.124
N 1.163 0.424 -4.178 0.164 -0.140 -0.599 0.060
H -0.389 -1.037 6.214 0.011 0.035 0.131 0.077
H 0.565 4.348 1.596 0.018 -0.048 0.006 0.119
C 0.919 -1.139 0.962 -0.037 -0.108 -0.054 -0.027
C -1.901 2.456 0.494 -0.106 -0.175 0.021 -0.177
C -1.153 -2.318 0.735 0.113 0.116 -0.124 -0.024
H -1.151 -2.773 4.650 0.052 0.039 -0.073 0.130
H -2.940 4.635 1.461 -0.062 0.093 -0.012 0.084

***

Entry 3:
47
Properties=species:S:1:pos:R:3:forces:R:3:lowdin_charge:R:1 method="wB97M-V/def2-TZVPD" total_charge=+1 fmax_ev_per_a=0.9 orbital_gap_ha=0.3206 smiles="C=CC[NH+](CC=C)CCOc1cccc(Oc2ccccc2)c1"
C -0.084 0.696 -5.460 0.016 -0.005 -0.007 -0.071
C -1.074 -0.823 5.209 -0.120 0.037 -0.251 -0.162
C 0.638 0.639 2.907 -0.082 0.294 0.293 -0.142
H 0.654 1.475 0.408 -0.042 0.109 0.075 0.120
H -2.854 0.136 4.489 0.048 -0.015 -0.159 0.144
H 2.182 3.123 -6.073 0.055 0.067 -0.045 0.109
C 1.472 -1.830 0.349 -0.016 0.033 0.205 -0.020
H -0.226 -0.294 7.050 0.171 -0.097 0.133 0.074
C 1.688 2.370 -4.139 -0.042 -0.152 0.361 0.001
H 1.235 1.457 2.498 -0.088 -0.036 0.024 0.140
N -1.609 -0.317 2.851 0.345 -0.529 -0.195 -0.114
H -2.252 -0.016 0.869 0.054 0.093 0.202 0.140
H -0.856 -1.010 2.629 -0.376 0.277 0.079 0.138
H 0.614 1.627 -7.254 -0.007 0.008 -0.100 0.106
C 1.100 -0.597 0.874 -0.047 -0.279 -0.182 -0.248
C 1.149 0.367 -1.327 0.107 -0.530 0.240 -0.246
C -2.160 -0.653 4.189 -0.239 -0.247 0.843 -0.121
C 0.696 1.585 -6.179 0.007 0.022 -0.096 -0.082
H 0.934 0.475 3.946 -0.047 0.079 -0.184 0.129
C 0.925 0.495 0.048 -0.036 0.219 0.023 0.059
C -0.872 0.969 2.831 0.629 0.565 -0.182 -0.061
C 1.576 2.424 -5.517 -0.037 -0.045 -0.044 -0.069
H -0.601 -0.049 -3.515 -0.034 -0.038 0.030 0.121
H -3.527 0.100 2.092 0.153 0.034 0.055 0.144
H 1.608 -2.667 1.012 0.034 -0.118 0.104 0.119
C 0.910 1.470 -3.424 -0.018 0.028 -0.501 -0.259
C -2.986 -1.895 1.514 0.003 0.179 0.054 -0.132
H -0.350 -1.595 4.989 0.170 -0.135 0.043 0.118
C -2.185 -2.934 1.665 -0.065 -0.029 -0.012 0.048
H -0.778 0.046 -5.971 -0.061 -0.052 -0.044 0.108
H 2.367 3.017 -3.607 0.073 0.068 0.067 0.121
C 0.015 0.635 -4.081 0.004 0.075 0.294 -0.029
H 2.007 -2.893 -1.418 0.040 -0.099 -0.044 0.117
H -1.173 -2.876 2.033 0.226 0.070 0.101 0.064
C 1.697 -1.944 -1.010 -0.080 0.086 0.208 -0.050
O 0.890 -0.580 2.252 0.267 -0.224 -0.301 -0.087
H -2.518 -3.924 1.409 -0.087 -0.191 -0.076 0.075
H -2.716 -1.590 4.088 0.047 0.167 -0.124 0.137
C -2.635 -0.458 1.794 -0.447 -0.123 -0.589 -0.114
H -1.725 0.636 6.575 -0.183 0.164 -0.017 0.076
H -1.168 1.596 3.671 -0.066 -0.093 -0.018 0.143
O 0.998 1.505 -2.040 -0.042 0.225 0.001 0.042
H -1.100 1.495 1.904 -0.095 -0.142 0.083 0.126
H 1.742 -0.956 -2.908 -0.002 -0.014 -0.064 0.122
H -3.981 -2.032 1.116 -0.109 -0.066 -0.052 0.113
C -1.002 -0.123 6.325 0.003 0.018 0.026 0.057
C 1.541 -0.860 -1.853 0.016 0.342 -0.256 -0.005

***

Entry 4:
55
Properties=species:S:1:pos:R:3:forces:R:3:lowdin_charge:R:1 method="wB97M-V/def2-TZVPD" total_charge=-1 fmax_ev_per_a=0.7 orbital_gap_ha="0.2244 / 0.2248"
C 2.350 -0.719 -2.692 -0.186 -0.088 -0.070 -0.526
H 2.934 -0.683 5.238 0.004 0.002 0.024 0.069
C -2.898 2.100 -0.017 -0.317 -0.208 -0.013 -0.108
H -0.012 1.653 -2.644 -0.010 0.020 0.005 0.016
C 2.775 -0.865 4.171 -0.007 0.029 0.031 -0.075
H -0.385 -3.115 -2.107 -0.158 0.170 0.086 0.023
F 0.754 -1.369 -6.492 -0.034 -0.016 -0.076 0.100
C 1.852 1.444 3.849 -0.022 0.007 0.022 -0.071
H 2.756 1.741 3.314 0.004 0.004 0.005 0.076
H 1.077 3.606 1.084 -0.021 -0.046 -0.019 0.024
Fe 1.142 -0.230 0.642 -0.305 -0.002 -0.628 -0.354
H -2.121 -3.383 0.526 -0.045 -0.015 -0.007 0.012
F 1.913 -3.008 -2.262 0.117 -0.070 -0.077 0.048
C 1.717 0.092 -4.904 -0.001 0.035 -0.074 -0.157
C 1.355 -2.196 -4.361 0.056 -0.048 -0.043 -0.176
As -0.630 -1.411 -0.210 0.283 -0.287 -0.009 1.090
H -5.556 -0.008 -0.043 0.013 -0.009 -0.003 0.094
H -2.676 3.161 0.021 -0.007 -0.001 -0.001 0.089
H 2.589 -1.929 4.018 0.006 -0.008 -0.015 0.071
H -5.032 2.402 0.052 0.024 0.008 0.005 0.093
H -3.734 -1.669 -0.173 0.017 0.004 0.003 0.090
F 1.636 1.101 -5.785 0.006 0.044 -0.020 0.096
C 2.249 0.294 -3.644 0.081 -0.102 0.145 -0.280
F 0.903 -3.413 -4.703 -0.016 -0.055 -0.004 0.097
C 0.305 -0.461 4.349 0.026 0.001 0.002 -0.076
C -4.524 0.322 -0.056 0.112 -0.225 -0.009 -0.105
H -2.071 -2.539 -2.007 -0.047 -0.002 0.012 0.020
H 0.115 -1.524 4.185 0.000 -0.005 -0.002 0.066
C -1.864 1.170 -0.075 -0.166 0.110 -0.074 -0.387
C -2.160 -0.193 -0.129 -0.438 -0.035 -0.027 -0.386
C 0.042 3.292 0.949 -0.073 -0.052 -0.070 -0.292
H -0.520 4.096 0.474 -0.036 0.032 -0.017 0.011
C -1.251 -2.871 0.938 -0.038 0.091 -0.029 -0.284
C -4.229 1.675 -0.001 0.355 0.209 0.008 -0.102
C 1.595 -0.049 3.634 -0.086 -0.105 -0.116 -0.759
H -0.537 0.100 3.938 -0.003 0.005 0.000 0.068
H -0.730 3.159 -2.023 -0.022 0.042 -0.012 0.019
Se 3.025 -0.425 -0.935 0.090 0.091 -0.010 0.611
As 0.039 1.646 -0.118 0.381 -0.142 0.268 1.085
H 1.967 1.682 4.911 0.008 0.025 0.019 0.071
H 3.683 -0.599 3.628 0.001 -0.008 -0.005 0.074
H -0.818 -1.513 -2.742 -0.044 -0.014 0.012 0.023
F 2.669 1.533 -3.356 0.051 0.043 -0.100 0.050
C 0.089 2.451 -1.907 0.051 -0.020 0.049 -0.270
H -0.386 3.068 1.925 0.006 0.006 -0.002 0.013
N 1.460 -0.303 2.226 0.168 0.217 0.485 -0.146
C -3.494 -0.613 -0.126 0.161 0.284 0.007 -0.107
H 0.365 -0.275 5.426 -0.004 -0.003 0.010 0.069
C 1.889 -1.968 -3.107 0.087 0.167 0.091 -0.301
H -0.432 -3.580 1.060 -0.001 0.040 -0.037 0.023
H -1.491 -2.446 1.911 0.018 -0.007 0.024 0.017
H 1.018 2.020 3.444 0.034 -0.021 0.040 0.050
C -1.024 -2.240 -1.956 0.009 -0.038 0.064 -0.267
H 1.047 2.948 -2.069 -0.093 -0.068 0.067 0.025
C 1.267 -1.162 -5.272 0.012 0.018 0.085 -0.155